Record 1
Computed, not measured: a molecular structure, C2H27HfO12, with the ωB97M-V functional and the def2-TZVPD basis.

Output
ΔE to the lowest compared entry with this formula, charge and spin, kcal per mole: 34.8
Highest occupied orbital energy, eV: -18.575
Electronic energy, hartree: -1041.8881
Multiplicity: 1
Gap between HOMO and LUMO, eV: 2.15
Net charge: +3

Cartesian coordinates (Å):
Hf (3.69433, -1.43659, -0.18379)
C (0.05712, 0.55741, -0.54950)
C (1.21890, 0.70751, 0.39606)
O (1.85251, -0.49594, 0.86295)
H (0.21376, -0.24503, -1.27125)
H (-0.22513, 1.48183, -1.04970)
H (-0.84021, 0.25579, -0.00236)
H (0.84602, 1.30494, 1.24108)
H (1.98253, 1.31976, -0.10079)
O (-3.46096, 0.69767, 0.00853)
H (-2.86114, 0.73380, -0.74366)
H (-3.27403, -0.14709, 0.43108)
O (-1.16767, 1.38885, 3.73812)
H (-0.58427, 0.64319, 3.54602)
H (-2.05302, 1.08122, 3.50441)
O (0.06900, -0.99706, 3.37204)
H (0.37098, -1.90470, 3.49979)
H (0.73893, -0.58825, 2.81158)
O (-1.49745, -1.87287, -2.22666)
H (-2.14638, -2.55735, -2.43833)
H (-1.09333, -2.14848, -1.39210)
O (1.38169, 1.35876, -3.34026)
H (1.98673, 1.99871, -3.73707)
H (0.49761, 1.68182, -3.57257)
O (-0.64438, -2.33614, 0.39691)
H (-0.11446, -1.58295, 0.67409)
H (-1.48139, -2.23247, 0.87133)
O (2.44214, -1.02617, -2.11510)
H (2.17108, -1.79962, -2.64552)
H (2.12633, -0.23287, -2.64725)
O (1.95102, -3.11815, -0.35213)
H (1.00590, -2.93054, -0.10665)
H (1.98693, -4.08448, -0.48240)
O (-1.78956, 0.37445, -3.58171)
H (-2.44502, 1.01728, -3.28486)
H (-1.82729, -0.35542, -2.92927)
O (-1.79193, 3.57554, 0.20088)
H (-1.11664, 3.96602, -0.36755)
H (-1.32796, 3.36399, 1.02089)
O (1.86529, 1.71330, 4.49145)
H (2.06164, 1.87521, 3.56313)
H (1.22177, 0.99515, 4.49010)

These are the Löwdin partial charges, in e, on atoms 1 to 2: Hf 2.375; C -0.077

Record 2
Computed, not measured: a molecular structure, C61H99AsF27N18O21S7, with the ωB97M-V functional and the def2-TZVPD basis.

Output
Highest occupied orbital energy, eV: -10.735
Electronic energy, hartree: -12668.9779
Multiplicity: 1
Gap between HOMO and LUMO, eV: 9.29
Net charge: +1

Cartesian coordinates (Å):
C (-0.50513, -0.18336, 5.23938)
C (-1.41480, -1.33652, 4.80281)
N (-2.58986, -1.52084, 5.73829)
C (-2.64224, -1.28590, 7.07499)
C (-3.86836, -1.62773, 7.47076)
N (-4.54868, -2.06031, 6.39980)
C (-3.77932, -1.98543, 5.32729)
C (-5.96758, -2.44249, 6.43560)
H (0.13159, -0.03230, 4.36697)
H (0.09962, -0.42072, 6.10942)
H (-0.98542, 0.72553, 5.41431)
H (-0.82590, -2.29758, 4.93151)
H (-1.78037, -1.19197, 3.77703)
H (-1.81830, -0.85876, 7.61593)
H (-4.28234, -1.62956, 8.50479)
H (-3.97918, -2.32088, 4.33637)
H (-6.29230, -2.92085, 7.36609)
H (-6.20512, -3.08430, 5.56139)
H (-6.59769, -1.54694, 6.38461)
C (0.03515, -5.49866, -0.43305)
C (0.49976, -4.21443, -1.07371)
N (1.03512, -4.49183, -2.37144)
C (1.84195, -5.57860, -2.70395)
C (1.93250, -5.54563, -4.06594)
N (1.33832, -4.44433, -4.55383)
C (0.70995, -3.81465, -3.50775)
C (1.37411, -4.02062, -6.02544)
H (-0.71051, -5.96706, -1.09395)
H (-0.49066, -5.11375, 0.42028)
H (0.84944, -6.13541, -0.07902)
H (1.25213, -3.64741, -0.51836)
H (-0.39796, -3.64720, -1.24771)
H (2.10760, -6.31096, -1.98829)
H (2.44299, -6.28171, -4.66390)
H (0.10293, -2.92689, -3.54988)
H (0.82938, -4.82020, -6.55870)
H (2.43098, -3.94492, -6.28667)
H (0.87758, -3.10964, -6.13017)
C (8.19385, 1.54226, 1.02671)
C (6.83422, 0.87580, 0.95742)
N (6.24377, 1.02134, -0.43346)
C (6.70261, 0.55957, -1.61504)
C (5.77017, 0.85324, -2.58190)
N (4.70987, 1.45724, -1.91116)
C (5.00556, 1.52081, -0.63190)
C (3.43934, 1.97759, -2.55955)
H (8.12730, 2.61622, 0.87861)
H (8.87440, 1.16592, 0.28229)
H (8.59719, 1.37228, 2.00821)
H (6.12468, 1.41700, 1.55533)
H (6.73550, -0.16160, 1.24914)
H (7.67530, 0.10553, -1.71458)
H (5.86464, 0.77356, -3.64518)
H (4.38770, 1.92253, 0.15250)
H (2.64216, 1.28044, -2.34146)
H (3.64850, 2.04907, -3.67597)
H (3.20663, 2.84290, -1.95582)
C (-4.49654, 6.56350, 5.25631)
C (-4.73845, 6.09148, 3.89150)
N (-3.50571, 5.49451, 3.25085)
C (-2.64040, 4.59777, 3.81943)
C (-1.84740, 4.12518, 2.78882)
N (-2.30280, 4.64765, 1.61624)
C (-3.33701, 5.44884, 1.91588)
C (-2.05778, 4.09185, 0.24187)
H (-4.56731, 5.73587, 6.04308)
H (-5.18495, 7.32642, 5.55833)
H (-3.50174, 6.94613, 5.32084)
H (-5.03939, 6.96840, 3.27467)
H (-5.44927, 5.29824, 3.91710)
H (-2.73243, 4.39341, 4.89002)
H (-1.05038, 3.43906, 2.83857)
H (-3.99264, 5.89131, 1.19438)
H (-1.54895, 3.14567, 0.43755)
H (-1.36422, 4.83221, -0.20026)
H (-2.96781, 4.11193, -0.32917)
C (-6.53204, 3.37747, -5.90896)
C (-5.34970, 2.46354, -6.02157)
N (-4.94901, 1.79629, -4.77444)
C (-4.42283, 0.55424, -4.77426)
C (-4.24290, 0.32642, -3.41002)
N (-4.65736, 1.37339, -2.68993)
C (-5.06758, 2.28489, -3.53748)
C (-4.57197, 1.50621, -1.24948)
H (-7.34379, 2.79241, -5.55958)
H (-6.70190, 3.80994, -6.87371)
H (-6.36847, 4.25629, -5.27155)
H (-4.50944, 3.07981, -6.31483)
H (-5.49886, 1.65551, -6.75019)
H (-4.25849, -0.01016, -5.67832)
H (-3.81988, -0.52942, -2.88864)
H (-5.47347, 3.26985, -3.35520)
H (-3.50043, 1.57960, -1.01693)
H (-4.96141, 0.59275, -0.77035)
H (-5.03804, 2.44476, -0.87422)
C (3.99245, 4.47953, -6.10810)
C (2.50229, 4.16746, -6.29203)
N (1.84431, 3.63335, -5.12404)
C (1.64278, 4.29022, -3.93397)
C (0.72958, 3.57267, -3.20459)
N (0.33169, 2.49982, -3.97239)
C (1.01633, 2.57153, -5.12908)
C (-0.53390, 1.38366, -3.62646)
H (4.53602, 3.54712, -5.97717)
H (4.21992, 5.17801, -5.31784)
H (4.43684, 4.85043, -7.03074)
H (2.35531, 3.44867, -7.12924)
H (1.98245, 5.10874, -6.51440)
H (2.15478, 5.18779, -3.64887)
H (0.34820, 3.64873, -2.19288)
H (0.81485, 1.97963, -6.00526)
H (-0.75141, 0.80361, -4.45597)
H (-1.48030, 1.67375, -3.17529)
H (0.02128, 0.70398, -2.96557)
C (5.11592, -6.51313, 0.94046)
C (4.99256, -6.25689, -0.52569)
N (4.91962, -4.76379, -0.97525)
C (5.26316, -4.50687, -2.30861)
C (4.63389, -3.35677, -2.66749)
N (3.93198, -2.96848, -1.54597)
C (4.12442, -3.79863, -0.52463)
C (3.28831, -1.66234, -1.49965)
H (6.05425, -6.06944, 1.36991)
H (5.09382, -7.56476, 1.21275)
H (4.29948, -6.06253, 1.51550)
H (4.08995, -6.71328, -0.92511)
H (5.88581, -6.70835, -0.96106)
H (5.96762, -5.06348, -2.89614)
H (4.74285, -2.69915, -3.54085)
H (3.69915, -3.78287, 0.52679)
H (3.12392, -1.43974, -2.49493)
H (4.00619, -0.94711, -1.06733)
H (2.43375, -1.70663, -0.92837)
C (-3.17080, -9.69108, 2.31093)
C (-3.30628, -8.53270, 3.29485)
N (-2.09017, -7.73598, 3.39309)
C (-1.04622, -7.62811, 2.50111)
C (-0.25912, -6.58599, 2.92553)
N (-0.84048, -6.13488, 4.04872)
C (-2.00252, -6.76990, 4.29124)
C (-0.44168, -4.92578, 4.73762)
H (-4.06733, -10.25977, 2.49239)
H (-2.30211, -10.37473, 2.52236)
H (-3.14051, -9.41473, 1.21683)
H (-3.41860, -8.90112, 4.32925)
H (-4.12596, -7.88112, 3.08831)
H (-0.96951, -8.25896, 1.66761)
H (0.67933, -6.13200, 2.50956)
H (-2.71982, -6.65657, 5.13985)
H (-0.84041, -4.82237, 5.74320)
H (-0.83762, -4.09029, 4.16406)
H (0.64243, -4.86743, 4.72669)
C (0.54073, 8.15471, 2.42965)
C (1.07456, 6.82565, 1.89980)
N (1.38908, 5.87283, 3.00341)
C (2.00923, 6.16061, 4.21865)
C (2.39916, 4.98569, 4.73292)
N (2.14412, 4.00098, 3.83857)
C (1.48951, 4.55894, 2.80675)
C (2.43847, 2.57387, 3.94284)
H (0.13955, 8.78599, 1.67969)
H (1.32025, 8.62639, 2.99678)
H (-0.36054, 8.05113, 3.05990)
H (2.03197, 6.86738, 1.44098)
H (0.31652, 6.32279, 1.27999)
H (1.95318, 7.15565, 4.55244)
H (2.78179, 4.82502, 5.69738)
H (1.28349, 4.10341, 1.83838)
H (3.00465, 2.18156, 3.02808)
H (1.47737, 2.03738, 4.00708)
H (2.89933, 2.43451, 4.91121)
C (5.10214, 5.44614, -0.46393)
F (5.41107, 4.43724, -1.35328)
F (6.26534, 6.11081, -0.35359)
F (4.22157, 6.28131, -0.98451)
S (4.55916, 4.67176, 1.08426)
O (5.71741, 3.86264, 1.38523)
O (4.33606, 5.76824, 1.98820)
O (3.35278, 3.96301, 0.70002)
C (-4.95732, -3.73468, 1.75026)
F (-5.62302, -3.00713, 2.67419)
F (-5.74739, -4.71709, 1.39273)
F (-4.71798, -2.96667, 0.71063)
S (-3.36844, -4.38175, 2.37168)
O (-3.10443, -5.56438, 1.58444)
O (-2.48919, -3.19875, 2.30779)
O (-3.61673, -4.77945, 3.83467)
C (3.41452, -1.75476, 2.93089)
F (4.24653, -2.30318, 3.81710)
F (2.86758, -0.69389, 3.51775)
F (4.07899, -1.33852, 1.84082)
S (2.20413, -2.89633, 2.40212)
O (1.35722, -3.03326, 3.61549)
O (1.60847, -2.27614, 1.23913)
O (2.96849, -4.14079, 2.14168)
C (-4.29888, 0.72061, 3.72538)
F (-4.85333, 0.38295, 4.92311)
F (-3.06605, 1.21566, 4.08997)
F (-4.17786, -0.37835, 2.94210)
S (-5.30677, 1.96833, 2.92741)
O (-5.28000, 3.05067, 3.90135)
O (-4.55379, 2.23681, 1.75381)
O (-6.53718, 1.31026, 2.82097)
C (-3.52814, -4.09932, -3.46235)
F (-2.70247, -4.98580, -2.88660)
F (-4.53861, -4.76589, -4.00719)
F (-4.03458, -3.37250, -2.44887)
S (-2.54325, -3.12916, -4.63777)
O (-1.77190, -2.28361, -3.72172)
O (-1.71943, -4.10012, -5.38522)
O (-3.65104, -2.45655, -5.32358)
C (-0.47890, 0.23803, 0.44256)
F (-1.54697, 0.90081, 0.05438)
F (-0.73553, -0.37819, 1.56363)
F (-0.15065, -0.62007, -0.51891)
S (0.85247, 1.45678, 0.66182)
O (0.73995, 2.10942, -0.64532)
O (0.23350, 2.22133, 1.75789)
O (2.08410, 0.74621, 1.01590)
C (3.53396, -0.47928, -7.12527)
F (3.10292, -1.63546, -7.69573)
F (4.82254, -0.25765, -7.38298)
F (2.85548, 0.51817, -7.69013)
S (3.22962, -0.45192, -5.33684)
O (1.83253, -0.36807, -5.17018)
O (3.80848, -1.70322, -4.91430)
O (3.93597, 0.79469, -5.03955)
As (-2.69214, 5.41149, -3.71336)
F (-4.08854, 4.98947, -4.72907)
F (-3.14988, 7.05606, -3.77979)
F (-1.24766, 5.64537, -2.75043)
F (-2.32202, 3.61804, -3.67049)
F (-1.67309, 5.53478, -5.17454)
F (-3.77508, 5.14934, -2.34844)

These are the Löwdin partial charges, in e, on atoms 1 to 2: C -0.059; C -0.114

Record 3
Computed, not measured: a molecular structure, C24H19F5N5PdS, with the ωB97M-V functional and the def2-TZVPD basis.

Output
ΔE to the lowest compared entry with this formula, charge and spin, kcal per mole: 0.0
Highest occupied orbital energy, eV: -3.732
Electronic energy, hartree: -2225.2666
Multiplicity: 1
Gap between HOMO and LUMO, eV: 6.35
Net charge: -1

Cartesian coordinates (Å):
Pd (-0.06027, -0.16356, 1.27404)
C (-2.32558, 2.01701, 1.67402)
C (-1.15850, 2.60052, 0.93824)
C (-1.13508, 3.99703, 0.72534)
C (-0.04894, 4.55777, 0.13981)
C (1.00357, 3.74319, -0.33082)
C (2.13646, 4.32651, -0.93332)
C (3.12839, 3.50993, -1.40106)
C (2.98874, 2.12147, -1.33626)
C (1.88070, 1.48063, -0.78954)
S (1.76542, -0.24003, -0.95511)
C (0.88418, 2.33688, -0.18686)
N (-0.18626, 1.81943, 0.51603)
H (-2.69534, 2.72530, 2.41601)
H (-2.04999, 1.09063, 2.17228)
H (-3.13309, 1.79510, 0.97097)
H (-1.95876, 4.59543, 1.09057)
H (0.03198, 5.63282, 0.02302)
H (2.19860, 5.40548, -1.00586)
H (4.01878, 3.93225, -1.85266)
H (3.75745, 1.48926, -1.76049)
F (2.53080, -0.09822, 2.78742)
C (1.21648, 0.32102, 2.87618)
F (0.69660, -0.37107, 3.97981)
C (1.32052, 1.75159, 3.41873)
F (1.95894, 2.56906, 2.57057)
F (0.10030, 2.27800, 3.64729)
F (1.98212, 1.83126, 4.59104)
C (-5.09048, -2.61116, 1.53689)
C (-4.01359, -2.28274, 2.38906)
C (-2.89972, -1.66856, 1.89035)
C (-2.77822, -1.33188, 0.51230)
C (-1.60699, -0.68169, -0.01272)
C (-1.64663, -0.33029, -1.34422)
C (-2.74734, -0.61832, -2.18146)
C (-3.84151, -1.27424, -1.69500)
C (-3.88435, -1.64142, -0.32941)
C (-5.02266, -2.29335, 0.21212)
H (-5.96745, -3.10599, 1.93735)
H (-4.06937, -2.52062, 3.44440)
H (-2.08196, -1.42289, 2.55710)
H (-0.78182, 0.16432, -1.77383)
H (-2.71570, -0.31541, -3.22341)
H (-4.68892, -1.50759, -2.33099)
H (-5.84751, -2.52709, -0.45314)
N (0.55712, -3.00401, -1.34291)
C (-0.10136, -4.03708, -0.81184)
N (-0.50774, -5.03041, -1.65102)
N (-0.39229, -4.18452, 0.46575)
C (-0.09656, -3.15328, 1.22048)
N (0.17240, -2.23475, 1.87412)
H (0.45903, -2.81632, -2.32655)
H (0.72657, -2.16643, -0.78311)
H (-0.00062, -5.16617, -2.50770)
H (-0.85299, -5.85501, -1.19087)

These are the natural (NBO) partial charges, in e, on atoms 1 to 2: Pd 0.691; C -0.653

Record 4
Computed, not measured: a molecular structure, C38H34BrN3OSSiTa, with the ωB97M-V functional and the def2-TZVPD basis.

Output
ΔE to the lowest compared entry with this formula, charge and spin, kcal per mole: 14.4
Highest occupied orbital energy, eV: -14.799
Electronic energy, hartree: -5025.8842
Multiplicity: 1
Gap between HOMO and LUMO, eV: 6.73
Net charge: +3

Cartesian coordinates (Å):
Ta (-0.85951, -1.18650, 1.35964)
C (-1.53319, 2.42997, 1.72025)
C (-2.06582, 1.04668, 1.51919)
C (-2.00336, 0.41801, 0.25728)
C (-2.61327, -0.89481, 0.06299)
C (-3.64855, -1.24459, 1.01855)
C (-3.59992, -0.69915, 2.25504)
C (-2.59389, 0.30110, 2.57747)
H (-2.32576, 3.12832, 1.44031)
H (-0.66785, 2.63973, 1.09296)
H (-1.28141, 2.61893, 2.76209)
H (-1.56969, 0.94975, -0.57952)
H (-2.65541, -1.28737, -0.94235)
H (-4.40350, -1.96936, 0.74070)
H (-4.30897, -0.96778, 3.02658)
H (-2.56610, 0.72437, 3.57233)
Br (5.40349, -3.68203, -2.23840)
C (3.74339, -3.10630, -1.58669)
C (2.72750, -2.75738, -2.48070)
C (1.49668, -2.33127, -2.01780)
C (1.26870, -2.24011, -0.65092)
O (0.06726, -1.82504, -0.20081)
C (2.27215, -2.59924, 0.25334)
C (2.03064, -2.63325, 1.66555)
N (0.96604, -2.20364, 2.25535)
C (0.85178, -2.43067, 3.65553)
C (1.87470, -2.43661, 4.56568)
C (1.62027, -2.81282, 5.89985)
C (0.37269, -3.22487, 6.28127)
C (-0.69397, -3.22279, 5.35140)
C (-1.97718, -3.74810, 5.62459)
C (-2.90591, -3.78909, 4.62230)
C (-2.61329, -3.18749, 3.39107)
N (-1.45092, -2.61327, 3.10965)
C (-0.45687, -2.74098, 4.05418)
C (3.51289, -3.04434, -0.23069)
H (2.90859, -2.83600, -3.54417)
H (0.69804, -2.08832, -2.70609)
H (2.80233, -3.10414, 2.27269)
H (2.87933, -2.15722, 4.27345)
H (2.43318, -2.80888, 6.61249)
H (0.18976, -3.57135, 7.29005)
H (-2.19657, -4.14892, 6.60649)
H (-3.87521, -4.24418, 4.76506)
H (-3.36880, -3.16360, 2.62285)
H (4.28535, -3.34398, 0.46649)
C (-2.89789, 1.99435, -5.44504)
Si (-1.34276, 2.95718, -5.47572)
C (-0.90249, 3.97057, -4.01761)
C (-0.33551, 3.01601, -6.94482)
C (-0.72555, 2.30089, -8.09695)
C (0.00255, 2.41332, -9.26332)
C (1.12403, 3.23706, -9.29750)
C (1.52666, 3.95127, -8.17199)
C (0.80524, 3.84374, -7.00148)
H (-3.68153, 2.60205, -5.91326)
H (-3.22432, 1.77024, -4.43025)
H (-2.82240, 1.07134, -6.02035)
H (-1.34495, 4.96553, -4.14560)
H (0.17282, 4.11078, -3.91493)
H (-1.32665, 3.54267, -3.10970)
H (-1.60299, 1.66581, -8.08027)
H (-0.29873, 1.87028, -10.14820)
H (1.69021, 3.32722, -10.21541)
H (2.39660, 4.59132, -8.21934)
H (1.11781, 4.41055, -6.13288)
S (2.69037, 1.80515, 0.62988)
C (1.36916, 0.77753, 0.36879)
N (0.70704, 0.39676, 1.43112)
C (1.26481, 0.95533, 2.59115)
C (0.80154, 0.80611, 3.90023)
C (1.47450, 1.45920, 4.90951)
C (2.59468, 2.26033, 4.64137)
C (3.05522, 2.42613, 3.35380)
C (2.37223, 1.76474, 2.33335)
H (1.10511, 0.44582, -0.62452)
H (-0.07184, 0.20428, 4.11626)
H (1.12854, 1.36018, 5.92964)
H (3.09753, 2.76286, 5.45606)
H (3.91113, 3.05202, 3.14142)

These are the Löwdin partial charges, in e, on atoms 1 to 2: Ta 1.839; C -0.003